Entry 1:
Formula: C20H70N2O14
Source: the Open Molecules 2025 dataset
Level of theory: ωB97M-V with the def2-TZVPD basis set

CARTESIAN COORDINATES (ANGSTROEM)
C1 0.50254 4.00232 -5.28490
C2 0.40307 5.34058 -5.94380
O1 -0.27838 6.23047 -4.97510
H1 -0.27453 3.32984 -5.64827
H2 0.27876 4.03395 -4.21858
H3 1.53658 3.66106 -5.33374
H4 -0.14086 5.29855 -6.88744
H5 1.40891 5.73366 -6.09166
H6 -1.13892 6.51968 -5.28724
C3 -1.81042 4.19403 5.81447
C4 -3.21777 4.64293 5.45066
O2 -3.28257 4.96195 4.03128
H7 -1.78297 3.98897 6.88466
H8 -1.04967 4.95495 5.64025
H9 -1.42315 3.33626 5.26460
H10 -3.50152 5.41525 6.16558
H11 -3.86917 3.80306 5.69232
H12 -4.22622 4.90187 3.86539
C5 2.40270 -5.23732 3.23560
C6 3.61878 -4.29835 3.44292
O3 3.29816 -2.97260 3.82564
H13 1.72882 -4.71602 2.55573
H14 1.84713 -5.49631 4.13692
H15 2.58837 -6.16815 2.69972
H16 4.09013 -4.32528 2.46047
H17 4.40741 -4.62348 4.12147
H18 4.10066 -2.47647 4.00295
C7 -6.04277 2.50387 -3.19579
C8 -5.61795 2.33633 -4.62112
O4 -4.58401 3.22056 -5.06273
H19 -6.98964 2.07912 -2.86244
H20 -6.10349 3.56805 -2.96791
H21 -5.27123 2.02666 -2.59155
H22 -6.41491 2.65147 -5.29465
H23 -5.43333 1.28667 -4.84969
H24 -3.73498 2.81720 -4.86770
C9 -1.21273 0.22933 1.64080
C10 -1.78018 1.35084 0.80450
O5 -1.18981 2.59076 1.23659
H25 -1.15913 0.52668 2.68809
H26 -0.30585 -0.24891 1.27072
H27 -2.03733 -0.47911 1.71988
H28 -2.84295 1.48976 1.00277
H29 -1.67517 1.29581 -0.27903
H30 -1.65010 2.85153 2.03767
C11 -6.48785 -5.22763 2.68428
C12 -5.33460 -6.02545 2.11989
O6 -4.58683 -5.14283 1.32309
H31 -6.79534 -5.73782 3.59712
H32 -7.26061 -5.11136 1.92439
H33 -6.03736 -4.25198 2.86662
H34 -5.63339 -6.83112 1.44928
H35 -4.76037 -6.42541 2.95559
H36 -4.05325 -5.73871 0.79222
C13 4.78791 -4.40856 -2.31972
C14 3.39915 -4.58839 -2.93742
C15 2.88893 -3.41586 -3.70210
O7 1.57173 -3.71416 -4.18710
C16 0.68894 -2.60145 -4.22528
N1 3.64568 -5.64442 -3.87729
H37 5.50645 -4.11089 -3.08339
H38 5.20925 -5.25003 -1.76970
H39 4.77805 -3.43936 -1.82108
H40 2.65167 -4.93157 -2.22216
H41 3.60561 -3.07403 -4.44884
H42 2.85516 -2.65520 -2.92213
H43 0.89032 -2.00485 -5.11501
H44 0.71776 -2.07376 -3.27196
H45 -0.31175 -2.96222 -4.46311
H46 2.83793 -5.56556 -4.47847
H47 3.42588 -6.50648 -3.39913
C17 4.07793 1.84733 -1.22042
C18 4.91680 1.03602 -0.12454
C19 6.44021 1.13092 -0.14282
O8 6.92618 -0.00015 -0.84743
C20 8.31542 0.10897 -1.25137
N2 4.44495 1.39089 1.19416
H48 4.33846 1.34575 -2.15242
H49 4.35131 2.90104 -1.16506
H50 3.03708 1.54441 -1.10652
H51 4.50416 0.03395 -0.24154
H52 6.85132 1.14828 0.86653
H53 6.88979 2.01817 -0.58866
H54 8.42572 -0.73958 -1.92657
H55 9.04787 0.06034 -0.44561
H56 8.50038 1.00007 -1.85124
H57 3.50958 1.01424 1.25182
H58 4.82937 0.89720 1.98698
O9 0.77960 -0.79156 6.86705
H59 1.38059 -1.01851 6.15745
H60 1.19867 -0.05350 7.30965
O10 -1.19726 6.39639 -0.96784
H61 -0.74914 5.63028 -0.60937
H62 -0.97225 6.39251 -1.89821
O11 -2.18617 -4.29008 4.92966
H63 -2.25499 -4.30875 3.97512
H64 -1.46467 -3.68641 5.10648
O12 -7.44391 4.08763 2.34262
H65 -7.85481 3.90832 3.18834
H66 -7.40261 3.23466 1.91022
O13 2.36947 5.72847 1.87000
H67 1.50862 6.05710 1.61084
H68 2.35413 4.80149 1.63190
O14 -6.19464 -2.22178 -0.95395
H69 -6.07911 -3.07559 -1.37094
H70 -5.56735 -2.22094 -0.23095

Computed properties:
Energy above the lowest of the compared OMol25 structures with the same formula, charge and spin ... 0.0 kcal/mol
E_tot ... -1966.61790 a.u.
Orbital gap ... 9.09 eV
Spin multiplicity ... 1



Entry 2:
Formula: C20H70O15
Source: the Open Molecules 2025 dataset
Level of theory: ωB97M-V with the def2-TZVPD basis set

CARTESIAN COORDINATES (ANGSTROEM)
C1 -14.85300 -2.79300 -11.65500
C2 -15.60000 -1.73800 -12.48000
O1 -16.52300 -0.95500 -11.72600
H1 -15.29300 -3.78100 -11.40200
H2 -14.48500 -2.27200 -10.77100
H3 -13.94200 -3.13200 -12.21800
H4 -16.08700 -2.27200 -13.27900
H5 -14.95500 -1.08800 -12.98300
H6 -16.29400 -1.09600 -10.76400
C3 -7.88000 -2.31700 -18.01700
C4 -8.52500 -3.48500 -17.27100
O2 -9.00200 -4.28700 -18.31300
H7 -7.25600 -1.69200 -17.28000
H8 -8.63400 -1.57000 -18.31400
H9 -7.32700 -2.74500 -18.91800
H10 -9.28800 -3.10000 -16.60600
H11 -7.73200 -3.92100 -16.68900
H12 -9.58700 -3.80200 -18.87800
C5 -11.56400 0.39400 -12.03500
C6 -12.65300 0.19800 -10.98300
O3 -12.13400 -0.78500 -10.18800
H13 -10.66100 0.36500 -11.55500
H14 -11.71900 1.33800 -12.59800
H15 -11.54000 -0.51200 -12.67400
H16 -13.56900 -0.02400 -11.53400
H17 -12.82000 1.17600 -10.60400
H18 -12.62600 -0.79100 -9.38900
C7 -12.43600 -1.58800 -16.15700
C8 -12.26700 -2.46600 -14.95800
O4 -10.82900 -2.44000 -14.68400
H19 -13.54100 -1.44500 -16.29300
H20 -12.44600 -2.17200 -17.03300
H21 -11.86100 -0.64200 -16.13200
H22 -12.63000 -3.52500 -15.05000
H23 -12.66700 -2.09700 -13.96500
H24 -10.43300 -3.26700 -15.00200
C9 -10.74400 0.45500 -18.44900
C10 -12.05600 1.30000 -18.77800
O5 -11.79700 2.66000 -18.41300
H25 -9.91800 0.80000 -19.07400
H26 -10.91700 -0.58900 -18.51300
H27 -10.48300 0.55300 -17.43400
H28 -12.86500 0.91000 -18.13500
H29 -12.48100 1.23600 -19.76700
H30 -12.60400 3.12700 -18.19600
C11 -13.05400 1.68800 -15.21800
O6 -12.67900 2.94300 -14.55400
H31 -13.89900 1.64200 -15.92800
H32 -13.36900 0.96700 -14.49800
H33 -12.19200 1.52600 -15.76700
H34 -12.20000 3.40200 -15.22400
C12 -13.92200 -2.00300 -19.43900
O7 -15.00300 -1.27900 -19.95300
H35 -14.18800 -2.93700 -19.05100
H36 -13.45300 -1.35100 -18.66800
H37 -13.02500 -2.15300 -20.13900
H38 -15.31100 -1.57200 -20.77300
C13 -8.45400 -1.74900 -12.17900
O8 -8.01200 -3.03100 -11.76200
H39 -7.63300 -1.06200 -12.49000
H40 -8.93000 -1.35000 -11.30100
H41 -9.20600 -1.78200 -12.93900
H42 -7.00500 -2.95700 -11.73500
C14 -13.63000 -6.09100 -13.16800
O9 -12.97300 -6.00600 -14.43800
H43 -14.47300 -6.67400 -13.09500
H44 -13.97000 -5.10900 -12.90000
H45 -13.00800 -6.44900 -12.26300
H46 -12.71200 -6.87900 -14.63500
C15 -8.67700 -0.10400 -15.41500
O10 -10.03000 0.17900 -14.98500
H47 -7.97700 0.43800 -14.69500
H48 -8.46800 0.22300 -16.43900
H49 -8.31000 -1.09600 -15.30000
H50 -10.49500 -0.60000 -14.90400
C16 -8.83200 -5.57800 -14.04700
O11 -10.03900 -5.09300 -14.49200
H51 -8.05600 -4.73900 -14.04200
H52 -8.40300 -6.28500 -14.74600
H53 -8.94600 -5.93000 -13.06600
H54 -10.48500 -4.91100 -13.65000
C17 -15.02700 -3.97500 -16.36200
O12 -15.17700 -3.78700 -14.98700
H55 -13.99000 -4.26500 -16.63000
H56 -15.36000 -3.13700 -16.98000
H57 -15.61900 -4.80000 -16.69200
H58 -14.48600 -4.35600 -14.59000
C18 -11.67900 -5.10300 -17.38100
O13 -11.98400 -4.45700 -18.58200
H59 -11.20300 -4.41100 -16.67000
H60 -11.01200 -5.91500 -17.51400
H61 -12.55000 -5.53200 -16.90600
H62 -11.18200 -4.41200 -19.14400
C19 -16.20100 -0.53000 -15.80300
O14 -17.29700 -0.74400 -14.97600
H63 -15.29500 -0.87400 -15.26100
H64 -16.11600 0.54900 -16.06600
H65 -16.35200 -1.19700 -16.68000
H66 -17.55600 -1.66500 -14.88300
C20 -11.61800 -3.53200 -11.36800
O15 -10.45700 -4.38300 -11.69700
H67 -12.41600 -4.26500 -11.27000
H68 -11.87600 -2.71000 -12.01700
H69 -11.36700 -3.02300 -10.46100
H70 -9.63400 -3.92000 -11.45900

Computed properties:
Energy above the lowest of the compared OMol25 structures with the same formula, charge and spin ... 124.8 kcal/mol
E_tot ... -1932.22153 a.u.
Orbital gap ... 10.06 eV
Spin multiplicity ... 1



Entry 3:
Formula: C20H72N10O16
Source: the Open Molecules 2025 dataset
Level of theory: ωB97M-V with the def2-TZVPD basis set

CARTESIAN COORDINATES (ANGSTROEM)
C1 -8.09300 4.27500 1.95100
C2 -6.92000 3.89200 2.78300
O1 -6.68200 4.80700 3.83700
H1 -9.05200 4.33200 2.48500
H2 -8.08300 3.51900 1.17900
H3 -8.01200 5.25300 1.51100
H4 -6.04500 3.85000 2.08000
H5 -7.07000 2.86900 3.22800
H6 -6.83100 5.68100 3.49300
C3 -7.70400 0.45900 7.59100
C4 -8.61700 0.47400 8.83200
O2 -8.46500 1.62500 9.65300
H7 -8.14100 1.08600 6.83500
H8 -7.85600 -0.52700 7.18100
H9 -6.68200 0.67000 7.73500
H10 -8.33000 -0.46200 9.38500
H11 -9.67100 0.28800 8.59000
H12 -8.74600 1.42100 10.60100
C5 -9.06300 3.37400 6.16200
C6 -9.08700 4.80000 5.59000
O3 -9.89500 5.57000 6.35600
H13 -8.57100 2.71700 5.38700
H14 -10.05400 2.88600 6.21200
H15 -8.67900 3.08700 7.07600
H16 -9.35000 4.88300 4.57800
H17 -8.14100 5.30700 5.66800
H18 -10.76300 5.38800 5.93300
C7 -4.22100 7.45800 7.15100
C8 -5.13700 6.71400 6.13600
O4 -4.87900 5.31000 6.17700
H19 -4.29800 7.07700 8.14100
H20 -4.64800 8.48500 7.09500
H21 -3.11700 7.39700 6.92400
H22 -5.05600 7.15300 5.17500
H23 -6.15000 6.92400 6.45300
H24 -5.60700 4.89000 5.61200
C9 -7.54100 6.87900 8.84900
O5 -8.24200 8.12500 8.67400
N1 -6.49100 6.70400 9.56900
N2 -7.97200 5.74800 8.30500
H25 -5.97700 7.59000 9.73400
H26 -5.82500 5.89200 9.54200
H27 -8.77000 5.77600 7.69500
H28 -7.55900 4.89400 8.48300
C10 -7.28000 -0.70200 3.99800
O6 -7.00500 0.57300 4.12600
N3 -6.44400 -1.66800 4.31200
N4 -8.36900 -1.18600 3.38700
H29 -5.44600 -1.40300 4.54500
H30 -6.72900 -2.62700 4.30300
H31 -9.12200 -0.54300 3.14500
H32 -8.39800 -2.11300 2.89400
C11 -5.54100 3.66100 9.56100
O7 -5.60900 3.11500 10.82000
N5 -6.31200 3.22400 8.61600
N6 -4.68500 4.57500 9.21900
H33 -7.09800 2.66000 8.88700
H34 -6.08600 3.27600 7.62600
H35 -4.21900 5.01900 10.03500
H36 -4.52600 4.99700 8.26900
C12 -10.61800 7.21800 1.09400
O8 -11.26800 7.16700 -0.10900
N7 -9.34400 7.34900 1.18100
N8 -11.26500 7.12400 2.27100
H37 -8.93200 7.41100 0.17500
H38 -8.68700 7.11000 1.92900
H39 -12.28400 6.97200 2.19100
H40 -10.73100 6.93500 3.18400
C13 -8.37000 8.06800 4.50900
O9 -8.42500 6.88600 3.83500
N9 -8.13000 8.11100 5.78600
N10 -8.55600 9.22500 4.07100
H41 -8.33100 7.29600 6.29200
H42 -8.10700 8.96600 6.28700
H43 -8.30700 9.98300 4.71900
H44 -8.83400 9.35200 3.03600
C14 -4.75100 1.62100 5.84900
O10 -5.86100 2.48500 5.61800
H45 -4.90600 1.04100 6.68100
H46 -3.86400 2.17900 6.13200
H47 -4.43900 1.00800 4.98000
H48 -6.23700 2.24300 4.79900
C15 -11.53900 5.69800 8.95900
O11 -10.50600 4.88700 9.27800
H49 -12.42100 5.12100 9.31000
H50 -11.67300 5.87200 7.93700
H51 -11.52300 6.65100 9.49400
H52 -9.61300 5.26900 9.05500
C16 -12.66900 4.17800 5.21800
O12 -11.96100 5.00700 4.32000
H53 -12.10800 3.24500 5.18200
H54 -13.61200 3.83300 4.76200
H55 -12.74400 4.53800 6.27000
H56 -12.13500 4.66000 3.44700
C17 -11.26900 8.88800 6.04200
O13 -10.78200 9.94500 5.30100
H57 -11.30000 7.87300 5.63900
H58 -12.22200 9.17500 6.44200
H59 -10.67100 8.88700 6.92800
H60 -10.02600 9.59200 4.79800
C18 -11.74100 2.09700 8.06400
O14 -12.59400 1.51100 9.05300
H61 -11.82100 1.45100 7.10100
H62 -10.66500 2.23900 8.44200
H63 -12.15200 3.03600 7.75000
H64 -13.40600 1.26700 8.65300
C19 -15.13900 6.22700 5.80600
O15 -13.90200 6.80500 5.72300
H65 -15.87700 6.86800 5.23100
H66 -15.42400 6.26900 6.87100
H67 -14.98700 5.16500 5.42500
H68 -13.40700 6.35000 5.00800
C20 -10.09700 1.65200 3.37300
O16 -10.44300 0.44500 2.83000
H69 -10.59100 2.48000 2.82400
H70 -9.03800 1.72000 3.29200
H71 -10.48300 1.71000 4.41600
H72 -11.42000 0.54300 2.72500

Computed properties:
Energy above the lowest of the compared OMol25 structures with the same formula, charge and spin ... 39.5 kcal/mol
E_tot ... -2556.39873 a.u.
Orbital gap ... 8.77 eV
Spin multiplicity ... 1



Entry 4:
Formula: C20H8F5NOS2Se4V
Source: the Open Molecules 2025 dataset
Level of theory: ωB97M-V with the def2-TZVPD basis set

CARTESIAN COORDINATES (ANGSTROEM)
V1 -0.38458 -0.95314 0.80746
F1 -3.48971 3.88290 3.92427
C1 -2.75950 3.61766 2.82129
C2 -1.76507 2.65576 2.84249
F2 -1.50119 2.00921 3.97933
C3 -1.03159 2.41792 1.69702
F3 -0.07474 1.45792 1.77487
C4 -1.18944 3.11674 0.49032
S1 -0.20032 2.82985 -0.89394
C5 -2.22122 4.06920 0.52494
F4 -2.49547 4.80794 -0.56643
C6 -2.98465 4.31598 1.64652
F5 -3.95297 5.25650 1.61870
Se1 1.64843 -1.85558 2.08373
Se2 0.73784 -3.12054 3.84492
Se3 -0.90585 -1.66577 4.61291
Se4 -2.09584 -1.26515 2.60673
S2 2.38236 -1.61862 -2.81408
C7 3.05852 -0.24828 -1.99093
C8 4.21056 0.46801 -2.29297
C9 4.56347 1.51044 -1.45668
C10 3.78324 1.82979 -0.34214
C11 2.63545 1.12382 -0.04497
C12 2.26654 0.07269 -0.88299
N1 1.15369 -0.73921 -0.72120
C13 1.09041 -1.66130 -1.63924
C14 0.02466 -2.64663 -1.60861
C15 -0.11459 -3.63258 -2.58868
C16 -1.16386 -4.52855 -2.50490
C17 -2.05865 -4.42634 -1.43901
C18 -1.90312 -3.44511 -0.47225
C19 -0.85290 -2.51945 -0.51714
H1 4.81377 0.21328 -3.15535
H2 5.45511 2.08767 -1.67024
H3 4.07406 2.65626 0.29315
H4 2.01903 1.37709 0.80283
H5 0.59326 -3.69864 -3.40968
H6 -1.28871 -5.29987 -3.25591
H7 -2.88483 -5.12657 -1.36753
H8 -2.60412 -3.39922 0.35437
O1 -2.72881 0.21796 -0.86978
C20 -1.85863 -0.14402 -0.22121

Computed properties:
Energy above the lowest of the compared OMol25 structures with the same formula, charge and spin ... 0.0 kcal/mol
E_tot ... -12742.51200 a.u.
Orbital gap (alpha / beta) ... 5.44 / 5.19 eV
Spin multiplicity ... 2
Total charge ... -2
Expectation value of S² ... 0.7771



spin multiplicity of number 3 (C20H72N10O16)? 1



Which of these has the highest energy above the lowest of the compared OMol25 structures with the same formula, charge and spin? C20H70O15



Which of these has the lowest E_tot? C20H8F5NOS2Se4V